Record 1
C30H35BF3IN3O8 | ωB97M-V/def2-TZVPD

Values from the calculation:
Electronic energy, a.u.: -2552.2724
LUMO energy, eV: 1.07
Maximum force, eV Å⁻¹: 2.4
HOMO, eV: -4.2

Structure (ORCA input):
```
! wB97M-V def2-TZVPD RIJCOSX def2/J DEFGRID3
* xyz -1 1
I -3.158 -1.663 1.890
F -4.390 6.327 0.476
F -5.282 3.216 -0.986
F -6.370 5.714 -0.323
O -0.234 -0.217 3.720
O 2.772 -7.652 2.165
O 3.587 -5.811 2.910
O 1.055 3.098 -0.655
O 0.747 -1.817 2.691
O -0.219 -2.699 -5.730
O -0.422 2.654 -2.425
O -0.996 -1.216 -4.386
N 0.286 -1.308 3.691
N -0.203 -1.592 -5.219
N 3.001 -6.464 2.071
C -0.252 3.318 -0.258
C -5.083 5.378 -0.178
C 1.402 -5.823 -1.233
C 1.674 -4.471 -1.403
C 2.811 1.083 -6.465
C -0.888 0.931 -0.905
C -2.555 2.872 -1.491
C 2.532 -5.769 0.865
C 2.374 -3.772 -0.429
C 0.920 0.595 -5.068
C -4.503 4.270 -0.655
C -0.444 3.217 1.239
C 0.251 4.413 1.937
C 1.910 1.469 -5.485
C -0.177 -1.536 6.093
C 1.078 -4.019 6.119
C 2.808 -4.423 0.715
C -0.557 4.950 3.107
C 0.364 -2.074 4.942
C -1.126 2.421 -1.176
C 1.833 -6.481 -0.093
C -3.004 4.181 -0.822
C 1.748 -1.068 -6.618
C -0.085 -2.255 7.274
C -1.593 -1.005 0.540
C 0.544 -3.493 7.288
C -2.082 0.141 -0.337
C 2.731 -0.186 -7.031
C 0.852 -0.660 -5.643
C 0.987 -3.308 4.934
B 0.966 3.070 -2.150
H 3.349 -3.878 1.474
H 3.579 1.771 -6.792
H 3.436 -0.487 -7.794
H -1.362 -1.874 -0.058
H -1.490 3.264 1.523
H 0.620 -4.049 8.213
H -2.725 5.010 -1.461
H 1.970 2.452 -5.037
H -0.570 0.449 -1.819
H -1.394 5.554 2.769
H -2.579 3.037 -2.558
H -0.503 -1.848 8.184
H 0.219 0.909 -4.302
H -2.607 -0.325 -1.165
H -2.569 4.337 0.156
H -0.664 -0.572 6.075
H 0.854 -6.365 -1.990
H 1.339 -3.961 -2.296
H -0.456 4.361 -0.558
H -0.969 4.142 3.708
H 1.567 -4.983 6.130
H -3.304 2.112 -1.292
H -0.764 -0.723 1.169
H 1.284 4.151 -2.671
H -0.056 0.817 -0.212
H 0.454 5.200 1.219
H 1.224 4.084 2.290
H -2.761 0.753 0.245
H 0.067 5.544 3.769
H 1.623 -7.531 0.044
H 1.400 -3.713 4.022
H 1.861 2.273 -2.487
H 2.582 -2.720 -0.560
H 0.052 2.323 1.609
H 1.682 -2.054 -7.052
*
```

Record 2
C26H20BrFN3O3SbSe4Sn | ωB97M-V/def2-TZVPD

Values from the calculation:
Energy relative to the best compared isomer or geometry (same formula, charge and spin), eV: 0.000
Electronic energy, a.u.: -14127.0422
LUMO energy, eV: -1.13
Maximum force, eV Å⁻¹: 2.5
HOMO, eV: -7.5

Structure (ORCA input):
```
! wB97M-V def2-TZVPD RIJCOSX def2/J DEFGRID3
* xyz 0 1
Sb -3.225 4.928 -1.128
Sn 0.832 2.993 -0.270
Br -3.015 -3.877 -0.019
Se -4.167 7.026 -2.256
Se -2.763 7.319 -0.311
Se -4.873 3.417 -0.239
Se -1.424 3.999 -2.450
F 0.658 -1.791 -5.373
O 2.221 0.165 2.674
O 0.801 0.946 -1.269
O 1.481 1.790 1.352
N -0.511 4.465 1.127
N 2.067 -2.730 -0.072
N -1.159 1.948 0.501
C 1.034 -1.960 -4.081
C 1.265 -1.254 -1.795
C -2.011 -1.611 1.478
C 1.263 -0.168 -0.866
C -1.523 0.575 0.424
C 2.177 -5.178 -0.627
C -1.852 5.864 3.102
C 0.868 -0.966 -3.113
C 2.186 -1.672 0.739
C -1.583 -0.233 1.544
C -2.358 4.659 2.671
C -1.664 4.007 1.653
C 2.267 -4.360 1.816
C -1.861 0.042 -0.813
C 1.757 -2.524 -1.417
C -2.397 -2.040 0.208
C -1.954 2.617 1.200
C 2.446 -4.830 -2.058
C 1.871 -3.491 -2.448
C 2.598 -4.050 0.335
C 1.859 0.596 1.605
C -0.096 5.698 1.405
C -2.297 -1.259 -0.907
C 1.796 -0.408 0.430
C -0.748 6.418 2.391
C 1.521 -3.217 -3.725
H -2.291 6.371 3.938
H 2.619 -5.321 2.079
H 2.792 -6.000 -0.294
H -3.359 4.265 3.003
H -1.209 0.125 2.472
H 1.141 -5.401 -0.391
H 0.449 -0.013 -3.328
H -1.787 0.664 -1.736
H 2.667 -3.603 2.513
H 2.011 -5.540 -2.792
H 1.217 -4.422 2.016
H 0.801 6.039 0.942
H 3.654 -3.970 0.248
H 1.622 -3.977 -4.477
H -0.447 7.410 2.669
H -2.652 -1.654 -1.844
H -2.026 -2.249 2.384
H -2.793 2.104 1.638
H 2.619 -1.838 1.754
H 3.485 -4.840 -2.210
*
```

Record 3
C2H8NO2 | ωB97M-V/def2-TZVPD

Values from the calculation:
Energy relative to the best compared isomer or geometry (same formula, charge and spin), eV: 0.183
Electronic energy, a.u.: -286.2405
LUMO energy, eV: 4.50
Maximum force, eV Å⁻¹: 1.8
HOMO, eV: -3.8

Structure (ORCA input):
```
! wB97M-V def2-TZVPD RIJCOSX def2/J DEFGRID3
* xyz -1 1
O 0.364 2.154 -1.040
O 1.315 0.580 0.595
N -1.403 -0.288 -0.540
C -0.754 -0.675 0.718
C 0.796 -0.676 0.607
H 1.181 -1.272 1.453
H -0.980 -0.825 -1.247
H 0.960 1.340 -0.141
H -1.036 0.081 1.457
H 0.985 -1.297 -0.299
H -1.137 -1.625 1.116
H 0.706 1.870 -1.895
H -0.998 0.633 -0.784
*
```

Record 4
C5H12O | ωB97M-V/def2-TZVPD

Values from the calculation:
Energy relative to the best compared isomer or geometry (same formula, charge and spin), eV: 4.004
Electronic energy, a.u.: -272.8015
LUMO energy, eV: 0.75
Maximum force, eV Å⁻¹: 0.4
HOMO, eV: -7.0

Structure (ORCA input):
```
! wB97M-V def2-TZVPD RIJCOSX def2/J DEFGRID3
* xyz 0 1
O 0.508 0.083 -0.677
C 1.493 0.910 0.357
C -0.804 -0.031 -0.042
C -1.512 1.291 -0.268
C 2.252 -0.220 1.017
C -1.528 -1.220 -0.631
H -2.513 -1.321 -0.166
H 3.018 0.260 1.637
H -1.664 -1.086 -1.708
H 2.788 -0.941 0.359
H 1.629 -0.813 1.706
H -2.522 1.249 0.158
H 2.146 1.365 -0.407
H -0.616 -0.167 1.030
H -0.976 -2.151 -0.449
H 0.883 -0.801 -0.875
H -0.949 2.097 0.211
H -1.598 1.496 -1.340
*
```